{"formula": "C3H4N2O2", "method": "ωB97M-V/def2-TZVPD", "symbols": ["N", "C", "C", "O", "C", "O", "N", "H", "H", "H", "H"], "positions_angstrom": [[-1.817, -0.425, -0.083], [-0.506, -0.071, 0.179], [0.052, 1.042, 0.669], [1.452, 0.899, 0.690], [1.675, -0.088, -0.212], [2.604, -0.111, -0.957], [0.526, -0.947, -0.228], [-1.911, -0.906, -0.970], [-2.454, 0.359, -0.027], [-0.265, 2.068, 0.653], [0.642, -1.819, 0.285]], "e_lumo_ev": 0.7, "homo_lumo_gap_ev": 9.266, "smiles": "Nc1coc(=O)[nH]1", "de_lowest_kcal_mol": 48.5, "e_tot_ha": -376.68644}